Version w
22
Properties=species:S:1:pos:R:3:lowdin_charge:R:1 method="wB97M-V/def2-TZVPD" homo_ev=-9.309 homo_lumo_gap_ev=10.05
C 0.46971 -0.91674 1.09831 -0.56
C -0.02931 0.56416 0.04072 -0.19
C -0.72524 -0.08339 -1.15009 -0.27
C 1.91172 -0.73202 1.51494 0.01
C -0.90436 1.43236 0.92725 -0.07
C -0.80906 0.70070 -2.45301 -0.03
C 0.27967 -1.18686 -1.16184 -0.34
O 0.26560 -1.90399 0.18691 0.03
O -0.31973 -1.03933 2.20404 0.05
O 0.99341 -1.62334 -2.00799 0.18
H -1.17614 -1.41043 1.93554 0.13
H 0.85131 1.11995 -0.28632 0.14
H -1.70575 -0.47123 -0.86213 0.16
H 1.98268 0.13473 2.17048 0.09
H 2.22812 -1.61303 2.07319 0.09
H 2.53966 -0.62952 0.63108 0.09
H -0.36308 1.75901 1.81329 0.08
H -1.23786 2.32219 0.38859 0.08
H -1.78593 0.88940 1.26669 0.08
H -1.53502 1.50741 -2.36127 0.08
H -1.08460 0.04008 -3.27210 0.09
H 0.15421 1.13988 -2.69628 0.09

***

Version x
22
Properties=species:S:1:pos:R:3:lowdin_charge:R:1 method="wB97M-V/def2-TZVPD" homo_ev=-9.020 homo_lumo_gap_ev=9.27
C 3.34536 0.75591 0.35776 -0.10
O 2.21628 -0.02467 0.67269 -0.15
C 1.10666 0.19355 -0.16198 -0.35
C 0.07833 -0.93201 -0.00597 -0.05
C -1.28158 -0.25530 0.02366 -0.23
C -2.15145 -0.56146 -1.17888 -0.31
O -2.76570 -1.79376 -1.03374 -0.19
C -1.00151 1.17671 0.25626 -0.01
C 0.31401 1.43426 0.17552 0.02
H 4.11631 0.53160 1.10286 0.09
H 3.72724 0.50488 -0.64629 0.09
H 3.12303 1.83534 0.39355 0.09
H 1.44787 0.25936 -1.21388 0.16
H 0.15192 -1.72417 -0.76208 0.14
H 0.24488 -1.43130 0.96093 0.14
H -2.92616 0.24415 -1.15576 0.12
H -1.56835 -0.43327 -2.10970 0.14
H -1.79396 1.90624 0.42716 0.13
H 0.77102 2.42004 0.27544 0.12
O -2.39893 -1.06400 1.30569 -0.13
H -1.81086 -1.19004 2.07705 0.07
H -2.94439 -1.85206 0.23972 0.21

***

Q: Which of them is the most stable? A: version w.

***

Version w
40
Properties=species:S:1:pos:R:3:lowdin_charge:R:1 method="wB97M-V/def2-TZVPD" homo_ev=-8.897 homo_lumo_gap_ev=8.51
C 2.99980 -2.20645 0.41228 -0.10
H 2.43687 -2.22869 1.34302 0.07
H 3.91390 -2.77789 0.55073 0.07
H 2.40548 -2.69069 -0.35942 0.07
C 3.32240 -0.77150 0.01484 -0.24
C 2.04709 0.04478 -0.19147 -0.17
H 1.48513 0.08611 0.74444 0.13
H 1.43725 -0.46071 -0.93979 0.11
C 2.34479 1.47162 -0.66666 -0.23
C 3.23198 2.16820 0.34807 -0.53
O 4.33039 2.59934 0.13083 0.12
O 2.63991 2.27673 1.54474 0.12
H 3.22988 2.72121 2.17365 0.14
H 2.90076 1.43369 -1.60795 0.16
C 1.08142 2.32672 -0.85000 -0.14
H 0.52051 2.32299 0.08700 0.11
H 1.39361 3.35670 -1.03975 0.13
C 0.20529 1.88866 -2.02861 -0.08
C -0.54006 0.58431 -1.84063 -0.45
O -0.43975 -0.33070 -2.64586 0.07
N -1.33536 0.56547 -0.74844 0.16
C -2.19674 -0.39835 -0.17765 -0.12
C -2.91125 0.04238 0.92609 0.06
C -3.79155 -0.79097 1.60147 -0.17
C -3.97453 -2.10600 1.18227 0.01
C -3.27021 -2.55227 0.09348 0.01
C -2.37421 -1.73291 -0.61352 -0.25
O -1.75537 -2.29724 -1.63888 0.08
H -1.19891 -1.63922 -2.14927 0.07
H -3.37995 -3.56338 -0.26388 0.12
H -4.66018 -2.74514 1.71486 0.12
N -4.50582 -0.28383 2.73141 -0.37
O -4.30339 0.87112 3.05659 0.07
O -5.27267 -1.03309 3.30064 0.08
H -2.79576 1.05527 1.28611 0.13
H -1.34302 1.42461 -0.21317 0.14
H -0.53866 2.66629 -2.22340 0.13
H 0.82020 1.78216 -2.92347 0.13
H 3.93766 -0.30824 0.78913 0.11
H 3.90309 -0.77107 -0.90979 0.12

***

Version x
40
Properties=species:S:1:pos:R:3:lowdin_charge:R:1 method="wB97M-V/def2-TZVPD" homo_ev=-9.857 homo_lumo_gap_ev=8.26
C 2.18316 -2.28718 1.43208 -0.10
C 3.44767 -2.11598 0.60392 -0.24
C 3.13016 -2.13959 -0.98024 -0.23
C 2.47691 -0.99770 -1.46214 -0.26
H 2.95566 0.01719 -0.97138 0.19
H 2.67521 -1.02249 -2.51035 0.11
O 1.15874 -1.34614 -1.06929 -0.10
C 0.38033 -1.79774 -2.19646 -0.33
O 0.80372 -2.31004 -3.22124 0.12
C -1.09297 -1.95063 -1.61439 -0.15
C -1.68319 -1.02240 -0.79779 -0.18
H -2.52623 -1.21054 -0.44608 0.04
H -0.69909 -0.79786 0.23943 0.23
C -1.70432 0.43712 -1.32709 -0.12
C -1.77435 1.57161 -0.31612 -0.16
C -3.11206 1.78972 0.13382 0.08
C -3.28736 2.80714 1.26271 0.04
C -2.27834 3.15271 1.96307 -0.34
C -1.12779 2.90543 1.56871 0.06
C -0.85393 1.85027 0.58947 -0.03
N 0.65020 1.62038 0.21923 -0.39
O 0.93573 1.53890 -0.84586 0.16
O 1.13035 1.12321 1.19170 0.09
H -0.26377 2.97406 2.30046 0.17
N -2.59323 4.25914 2.73732 -0.24
O -1.65471 4.58006 3.63892 -0.01
O -3.57163 4.46981 3.34295 0.11
H -4.49865 3.15015 1.23320 0.21
H -3.92308 1.43941 -0.47592 0.11
H -2.44213 0.47637 -1.94473 0.05
H -0.74879 0.67563 -1.92689 0.14
H -1.64848 -1.91386 -2.63005 0.16
H -1.25989 -2.98291 -1.20160 0.15
H 4.35306 -2.23298 -1.43678 0.18
H 2.81495 -3.18427 -1.22473 0.12
H 3.89672 -1.36084 0.69991 -0.03
H 4.18621 -2.95608 0.68777 0.12
H 2.36657 -2.56219 2.56654 0.10
H 1.65237 -1.37508 1.20667 0.02
H 1.54624 -3.27183 0.98126 0.13

***

Version y
40
Properties=species:S:1:pos:R:3:lowdin_charge:R:1 method="wB97M-V/def2-TZVPD" homo_ev=-8.908 homo_lumo_gap_ev=9.42
C -0.85086 -1.11368 -0.18407 -0.30
C 0.64446 -1.16618 -0.58153 -0.45
C -1.52230 0.12736 -0.86010 -0.09
C -3.05416 0.25273 -0.58001 -0.25
C -3.56796 1.07953 0.43413 -0.03
C -3.93916 -0.56886 -1.20505 -0.04
C -4.96702 1.24113 0.67162 0.00
C -5.34165 -0.38797 -1.06087 0.00
C -5.85275 0.48946 -0.10910 -0.33
C 2.90844 -0.61533 0.10163 -0.19
C 3.78546 -1.85383 -0.17921 -0.48
C 3.49831 0.38237 1.15362 -0.11
C 4.76703 1.12862 0.68534 -0.09
C 4.53344 2.15035 -0.42432 -0.51
H -2.00525 -0.91630 1.51768 0.09
H -0.71753 -1.86681 1.68637 0.08
H -1.29353 -2.03362 -0.65200 0.16
H -1.32755 0.12482 -1.95224 0.13
H -0.97287 1.05105 -0.57873 0.13
H -2.92451 1.62034 1.07091 0.09
H -3.62822 -1.38817 -1.91947 0.14
H -5.32096 1.88699 1.44534 0.10
H -6.05633 -0.97974 -1.59673 0.11
H -7.44013 1.09661 0.71666 0.08
H 1.05356 -0.48687 1.21714 0.11
H 2.81273 -0.04831 -0.84002 0.16
H 2.74548 1.12357 1.42383 0.11
H 3.68113 -0.15072 2.11131 0.13
H 5.54693 0.41134 0.35568 0.13
H 5.21096 1.69334 1.50215 0.13
H 5.55582 3.23310 -1.54137 0.11
H 2.34745 -2.95304 0.39633 0.12
N -1.02251 -1.01485 1.25194 0.05
N 1.52775 -0.98719 0.48119 0.08
O 0.99696 -1.45989 -1.69404 0.11
O -7.20100 0.58102 -0.01614 0.08
O 4.86718 -1.73336 -0.64717 0.14
O 3.48860 2.61721 -0.78902 0.11
O 5.73430 2.51304 -0.94200 0.11
O 3.30024 -3.07927 0.13032 0.11

***

Q: Which of them is the most stable? A: version y.

***

Version w
17
Properties=species:S:1:pos:R:3:lowdin_spin:R:1 method="wB97M-V/def2-TZVPD" homo_ev="1.513 / -5.078" homo_lumo_gap_ev="2.58 / 9.09" spin_multiplicity=2 total_charge=-1
C -2.07805 -0.36882 -1.26715 0.26
N -1.30780 0.66791 -0.57057 0.02
C -0.53264 0.07744 0.54484 0.16
C 0.72380 -0.68015 0.08260 0.05
C 2.01434 0.06071 0.14734 0.04
C 2.38928 0.89646 1.14506 0.07
H -2.80975 -0.85237 -0.60004 0.07
H -1.41615 -1.15958 -1.61653 0.02
H -2.56445 0.07540 -2.14083 0.04
H -1.98320 1.30439 -0.16507 0.07
H -1.19488 -0.59081 1.11695 0.08
H -0.27826 0.90752 1.19333 0.03
H 0.49158 -0.88825 -0.96681 0.01
H 0.85303 -1.65854 0.61052 0.04
H 2.76384 -0.29956 -0.53859 0.01
H 1.67927 0.96857 1.95676 0.02
H 3.25003 1.53968 1.06820 0.01

***

Version x
17
Properties=species:S:1:pos:R:3:lowdin_spin:R:1 method="wB97M-V/def2-TZVPD" homo_ev="0.928 / -2.768" homo_lumo_gap_ev="2.77 / 6.38" spin_multiplicity=2 total_charge=-1
C 0.04542 -0.97305 -2.82690 0.02
C -1.06414 -0.29448 -2.08675 0.00
C -1.45571 1.04996 -2.31307 0.00
H 0.78327 -0.45575 -3.37949 0.00
H -0.41401 -1.79683 -3.64339 0.00
H 0.56954 -1.72058 -2.24988 0.01
H -1.39794 -0.74177 -1.17178 0.00
H -2.26226 1.64607 -1.91470 0.00
H -0.89908 1.65177 -3.06077 0.00
C 0.22574 1.16478 2.53785 0.07
C 1.59943 -0.74181 2.42814 0.35
N 0.37404 -0.36104 2.31095 0.34
H -0.88616 1.33468 2.53541 0.01
H 0.80572 1.52304 3.46601 0.04
H 0.62792 1.61489 1.56358 0.01
H 1.96567 -1.67825 2.86997 0.07
H 2.38463 -0.08234 2.37279 0.08

***

Q: Which of them is the most stable? A: version w.

***

Version w
17
Properties=species:S:1:pos:R:3:lowdin_spin:R:1 method="wB97M-V/def2-TZVPD" homo_ev="1.384 / -3.887" homo_lumo_gap_ev="2.25 / 7.42" spin_multiplicity=2 total_charge=-1
C -0.93410 -0.62641 -2.03745 0.03
C -2.30018 -0.03891 -1.87526 0.01
C -2.92970 -0.05776 -0.71164 0.04
H -0.43020 -0.29675 -2.95414 0.00
H -0.95714 -1.71319 -2.11770 0.01
H -0.30173 -0.27163 -1.22327 0.00
H -2.85782 0.22564 -2.77087 0.00
H -3.97151 0.22280 -0.66943 0.00
H -2.37663 -0.28901 0.19340 0.02
C 1.57607 0.91058 0.53992 0.05
C 1.66245 0.39188 1.77922 0.30
N 2.65665 -0.40718 2.25996 0.18
H 2.12714 0.47820 -0.28403 0.01
H 0.94324 1.73722 0.25980 0.01
H 0.91449 0.56542 2.54735 0.08
H 3.52893 -0.63481 1.81341 0.08
H 2.50790 -0.83983 3.17005 0.17

***

Version x
17
Properties=species:S:1:pos:R:3:lowdin_spin:R:1 method="wB97M-V/def2-TZVPD" homo_ev="1.777 / -4.207" homo_lumo_gap_ev="2.35 / 8.52" spin_multiplicity=2 total_charge=-1
C -1.50540 1.62344 1.13964 0.04
N -0.48638 1.94578 0.08232 0.04
C 0.64076 1.05921 0.21014 0.02
C 0.57096 -2.54587 -0.96165 0.03
C 0.53528 -1.34907 -0.07030 0.18
C 0.73035 -0.19546 -0.72637 0.16
H -1.25540 0.71360 1.60762 0.06
H -2.66030 1.67941 0.83483 0.02
H -1.27869 2.41771 1.99528 0.02
H -0.73407 2.16924 -0.79779 0.09
H 1.50448 1.71080 -0.04905 0.03
H 0.84985 0.79313 1.24849 0.02
H 1.54799 -2.96712 -0.90510 0.01
H 0.47413 -2.48678 -2.05405 0.04
H -0.22622 -3.34017 -0.77100 0.02
H 0.36758 -1.37240 0.96506 0.09
H 0.92510 0.14454 -1.74807 0.13

***

Q: Which of them is the most stable? A: version w.

***

Version w
20
Properties=species:S:1:pos:R:3:lowdin_spin:R:1 method="wB97M-V/def2-TZVPD" homo_ev="1.233 / -5.331" homo_lumo_gap_ev="1.99 / 8.82" spin_multiplicity=2 total_charge=-1
C -1.04247 -1.16999 -1.72509 0.05
C -0.31174 -0.19518 -0.81279 0.01
C 0.63143 -0.98388 0.19058 0.05
C 1.02282 -0.31562 1.43910 0.07
S -0.10474 -0.95092 2.84562 0.58
N 0.33199 1.01772 -1.33306 0.03
H -0.48460 -2.05615 -2.00058 0.01
H -1.89851 -1.63040 -1.14795 0.00
H -1.29105 -0.59223 -2.68227 0.01
H -1.12836 0.21453 -0.27137 0.00
H 1.56929 -1.30498 -0.28811 0.04
H 0.02794 -1.92265 0.27261 0.01
H 0.95911 0.82344 1.39877 0.01
H 1.97994 -0.63359 1.91935 0.02
H 0.04730 0.07135 3.59738 0.03
H -0.29533 1.39928 -1.99453 0.02
H 1.18938 0.87442 -1.81946 0.04
H -0.21264 2.42702 0.06118 0.00
H -0.44196 2.08386 1.46911 0.00
O -0.54779 2.84398 0.88152 0.02

***

Version x
20
Properties=species:S:1:pos:R:3:lowdin_spin:R:1 method="wB97M-V/def2-TZVPD" homo_ev="-3.246 / -3.207" homo_lumo_gap_ev="6.59 / 4.78" spin_multiplicity=2 total_charge=-1
C -1.13847 0.31415 0.61718 0.02
N -0.57948 -1.01090 0.40680 0.06
C -0.10104 -1.19089 -0.94266 0.03
C 0.93469 -0.10172 -1.37926 0.09
S 0.34309 1.31291 -2.24365 0.73
C -2.42576 0.52966 -0.19114 0.01
H -1.34703 0.40817 1.67565 0.00
H -0.37685 1.05923 0.36420 0.01
H 3.74429 1.52323 1.31589 0.00
H -0.98704 -1.26506 -1.58493 0.00
H 0.39007 -2.16102 -0.96867 0.00
H 1.47298 0.15462 -0.46655 0.00
H 1.63640 -0.63975 -2.00131 0.03
H 3.39344 1.19602 0.72646 0.00
H -2.95105 -0.41736 -0.34454 0.00
H -3.08266 1.17428 0.41620 0.00
H -2.27685 1.04698 -1.13486 0.01
H 0.30365 -1.02679 0.97550 0.00
H 1.52046 -0.65214 2.81720 0.00
O 1.52718 -0.25361 1.94248 0.00

***

Q: Which of them is the most stable? A: version w.

***

Version w
18
Properties=species:S:1:pos:R:3:lowdin_charge:R:1 method="wB97M-V/def2-TZVPD" homo_ev=-8.562 homo_lumo_gap_ev=8.18
C 1.76125 -0.87770 1.79594 -0.39
C -0.14050 1.11581 0.80588 -0.56
C -0.73008 0.68229 -0.65661 -0.56
C -2.05544 -0.07890 -0.56030 -0.13
C 0.35987 0.25089 -1.48266 -1.16
H 1.75994 -1.55664 0.95448 -0.01
H 2.70170 -0.32387 1.87300 0.02
H 1.61612 -1.91235 2.61959 0.13
H 0.80223 1.83657 0.89274 0.11
H -0.91961 1.68515 1.40331 0.07
H -0.96472 1.66204 -1.16761 0.15
H -2.36594 -0.41731 -1.54666 0.05
H -2.51904 0.84566 -0.13258 0.09
H -2.04266 -0.85253 0.37712 0.12
H 0.92285 -1.78172 -3.17414 -0.03
S 0.17229 0.04634 2.12354 0.77
S -0.03098 -1.39827 -2.08731 0.72
S 1.67273 1.07454 -2.03773 0.63

***

Version x
18
Properties=species:S:1:pos:R:3:lowdin_charge:R:1 method="wB97M-V/def2-TZVPD" homo_ev=-8.659 homo_lumo_gap_ev=8.17
C 1.70335 -1.76987 -0.33567 -0.60
C -0.20166 -0.11527 -1.61873 -1.08
C -0.85083 -0.48812 -0.28891 -0.35
C -0.50874 0.35389 1.04100 -0.64
C -1.02960 1.70106 0.38117 -0.21
H 1.13889 -2.78833 -0.25628 0.11
H 1.49300 -1.34887 0.62747 -0.12
H 2.57629 -2.36352 -0.37428 0.03
H -1.11194 -1.59310 -0.17546 0.12
H -1.90508 -0.02872 -0.90284 0.13
H -1.22169 -0.21432 1.82332 0.14
H -1.99252 1.38421 -0.08588 0.04
H -0.28690 2.03735 -0.51866 0.08
H -1.32672 2.56383 1.18307 0.11
H 1.34430 2.01743 2.23537 0.07
S 1.54202 -0.70643 -1.59245 0.85
S -0.65323 0.99005 -2.72023 0.69
S 1.29105 0.36873 1.57801 0.63

***

Q: Which of them is the most stable? A: version w.

***

Version w
15
Properties=species:S:1:pos:R:3:lowdin_charge:R:1 method="wB97M-V/def2-TZVPD" homo_ev=-2.651 homo_lumo_gap_ev=6.92 total_charge=-1
C 2.50246 -0.70556 0.31159 -0.42
O 1.35841 -1.45649 0.38060 -0.41
H 2.53989 -0.02660 -0.56829 0.03
H 2.65807 -0.06709 1.21637 0.04
H 3.43274 -1.31635 0.21852 0.03
C -2.15800 1.50240 -0.71488 -0.14
C -0.85442 0.74454 -0.44405 -0.40
N -1.01295 -0.42240 0.41597 -0.07
H -2.18646 2.50758 -0.26002 0.05
H -2.36620 1.54409 -1.77790 0.04
H -2.99891 1.01991 -0.21128 0.05
H -0.53016 0.35193 -1.37810 0.08
H -0.03980 1.40825 -0.12474 0.09
H -0.00093 -0.89376 0.45607 -0.01
H -1.13062 -0.11324 1.38121 0.03

***

Version x
15
Properties=species:S:1:pos:R:3:lowdin_charge:R:1 method="wB97M-V/def2-TZVPD" homo_ev=-2.402 homo_lumo_gap_ev=6.58 total_charge=-1
C 1.39756 2.72482 -1.08783 -0.51
O 0.97211 1.59279 -0.52961 -0.40
H 0.63546 3.56320 -0.99006 0.03
H 1.67823 2.68287 -2.18578 0.03
H 2.29375 3.24438 -0.61823 0.02
C -0.67127 -2.42881 1.10911 -0.14
C -0.63608 -0.92924 0.79711 -0.40
N -0.63214 -0.66361 -0.61323 -0.03
H -1.50394 -2.83623 0.50338 0.05
H -0.86092 -2.63784 2.16440 0.05
H 0.21217 -2.93599 0.72213 0.06
H 0.23573 -0.47049 1.26772 0.09
H -1.46034 -0.38978 1.31566 0.09
H -0.11976 0.21236 -0.81907 0.01
H -1.54055 -0.72842 -1.03569 0.04

***

Version y
15
Properties=species:S:1:pos:R:3:lowdin_charge:R:1 method="wB97M-V/def2-TZVPD" homo_ev=-2.513 homo_lumo_gap_ev=6.83 total_charge=-1
C 1.17318 -0.29825 -2.77999 -0.35
O 0.35507 -0.21637 -1.60924 -0.46
H 0.57185 -0.40295 -3.71856 0.04
H 1.96903 0.41868 -2.75061 0.02
H 1.63847 -1.28366 -2.66492 0.02
C 0.01430 1.07518 0.92211 -0.21
N -0.77211 -0.22544 0.76670 -0.23
C -1.20482 -0.53940 2.12090 -0.24
H 1.10173 0.95808 0.99864 0.05
H -0.20335 1.39579 -0.08232 0.03
H -0.43150 1.73497 1.71819 0.06
H -0.50183 -0.61117 -0.28665 0.10
H -0.52737 -0.00424 2.88094 0.07
H -0.94426 -1.67854 2.27665 0.08
H -2.23839 -0.32268 2.20816 0.02

***

Q: Which of them is the most stable? A: version x.

***

Version w
9
Properties=species:S:1:pos:R:3:lowdin_charge:R:1 method="wB97M-V/def2-TZVPD" homo_ev=-9.142 homo_lumo_gap_ev=9.12
C -0.40290 1.44101 0.02484 -0.10
C -0.77428 0.16464 -0.04318 -0.69
C 0.06468 -1.02668 0.01068 -0.20
I -3.07920 -0.13088 0.03462 0.58
H -1.03733 2.36948 -0.08021 0.07
H 0.56207 1.83206 0.26193 0.05
H -0.42539 -1.97596 -0.34185 0.07
H 1.03544 -0.77870 -0.68449 0.14
H 0.40363 -1.46492 1.01379 0.10

***

Version x
9
Properties=species:S:1:pos:R:3:lowdin_charge:R:1 method="wB97M-V/def2-TZVPD" homo_ev=-9.983 homo_lumo_gap_ev=10.71
C 0.13764 -1.73320 0.07325 0.08
C -0.52069 -0.74879 -0.05978 -0.23
C -1.29726 0.46841 0.14145 -0.11
I 5.04847 0.01089 0.00582 0.38
H 4.26367 1.02176 -0.91147 -0.38
H 0.48293 -2.71345 -0.06537 0.01
H -1.42702 0.81526 -0.91512 0.09
H -2.18041 0.16683 0.54901 0.03
H -0.59663 1.22342 0.76620 0.14

***

Q: Which of them is the most stable? A: version w.